21
Properties=species:S:1:pos:R:3:mulliken_charge:R:1 method="wB97M-V/def2-TZVPD" e_lumo_ev="-4.829 / -4.828" total_charge=+1
C -1.60796 -0.32469 -0.05004 0.0733
C 0.62673 -0.07705 -0.29724 0.6198
C -2.09903 0.98627 0.15221 0.4846
C 0.80420 0.50203 2.00752 -0.8233
C 2.23502 0.09338 -2.00491 -0.7009
N -1.31208 1.94599 0.41378 -0.5621
N -1.97405 -1.58138 -0.15451 0.7513
N 1.35619 0.34868 0.66187 0.0050
O -3.07095 -2.10417 -0.15509 -0.5685
O -0.87938 -2.45122 -0.20520 -0.4718
O 0.98516 -0.15355 -1.50127 -0.2400
Cl -3.88561 0.90201 0.04249 -0.1187
H 0.27840 -0.42058 2.24765 0.3213
H 1.52640 0.64810 2.78122 0.4080
H -0.10315 1.33186 2.00320 0.2292
H 2.94865 0.41191 -1.19672 0.3553
H 2.12100 0.74646 -2.91619 0.2441
H 2.59107 -0.85264 -2.41873 0.2764
H -1.66502 2.91727 0.49037 0.2381
H 2.28290 0.53861 0.44245 0.0802
H -1.15851 -3.40727 -0.34287 0.3987

=====

17
Properties=species:S:1:pos:R:3:mulliken_charge:R:1 method="wB97M-V/def2-TZVPD" smiles="C/C=[Si](/Cl)OC.C#C" e_lumo_ev=0.577 total_charge=0
C -2.89113 -0.71125 1.02130 -1.1257
C -1.43410 -0.57882 1.47409 -0.4399
Si -0.10190 -0.09160 0.47381 0.4436
Cl 1.78864 0.18524 0.95872 -0.0852
O -0.01007 0.31852 -1.07803 -0.2672
C -1.13512 0.12700 -1.92286 -0.5512
H -3.09278 -0.13388 0.14563 0.3144
H -3.63922 -0.51112 1.78602 0.3043
H -3.04495 -1.74588 0.68766 0.3001
H -1.08815 -0.90556 2.38511 0.4329
H -0.86232 -0.46673 -2.76033 0.2579
H -1.56453 1.05987 -2.27561 0.2443
H -1.98131 -0.38913 -1.34525 0.1454
C 4.50742 0.86054 0.64911 -0.6070
C 4.92117 1.23939 -0.40868 -0.2075
H 4.40494 0.46507 1.60041 0.4564
H 5.22342 1.27834 -1.39111 0.3845

=====

16
Properties=species:S:1:pos:R:3:mulliken_charge:R:1 method="wB97M-V/def2-TZVPD" e_lumo_ev="0.931 / -2.919" total_charge=0 spin_multiplicity=3
C 1.79068 1.14370 0.80084 -0.8883
C 0.98413 -3.04418 -0.51827 -0.2141
C 0.56533 1.00521 -0.05325 -0.1235
C -0.02454 -2.59267 -0.11261 -0.4170
C -0.69956 1.14849 0.32195 -0.4824
Si -2.14239 0.77759 -0.66564 0.4819
Cl -3.25269 -0.45034 0.54831 -0.2633
H 2.45900 0.19588 0.38417 0.1651
H 2.42976 1.94174 0.59789 0.3263
H 2.01951 -3.23250 -0.67103 0.3445
H 1.72416 1.08768 1.92207 0.3167
H 0.82910 0.51095 -0.96316 0.4068
H -0.72345 -1.94428 0.29759 0.2808
H -1.05173 1.51086 1.33453 0.3389
H -2.08289 -0.04700 -1.90383 -0.1181
H -2.82442 1.98889 -1.31959 -0.1543

=====

20
Properties=species:S:1:pos:R:3:mulliken_charge:R:1 method="wB97M-V/def2-TZVPD" e_lumo_ev="-0.408 / -0.464" total_charge=0 spin_multiplicity=2
C 2.97672 -3.53743 -1.15929 -0.9831
C 3.57967 -2.72414 -0.02957 -0.1939
O 2.96878 -1.44994 0.11412 -0.3869
Na 2.93903 0.57662 -0.90658 0.5846
H 3.60146 -4.41992 -1.35808 0.3683
H 1.95738 -3.87459 -0.92570 0.2438
H 2.91328 -2.94568 -2.08370 0.2641
H 4.65148 -2.55148 -0.20540 0.3244
H 3.50585 -3.26602 0.92636 0.2439
O -1.02659 -0.71042 2.26734 -0.7996
C 1.49993 -1.36448 0.32265 0.3346
C -0.95785 -2.05856 2.52263 -0.6596
O 1.03009 -0.21159 -0.04538 -0.7619
O 1.13004 -2.17553 1.37806 -0.1895
C -0.17609 -2.74920 1.40685 -0.3328
Cs -1.44786 1.96879 1.56942 0.8724
H -1.90986 -2.62621 2.63390 0.2805
H -0.41467 -2.22483 3.48315 0.1937
H -0.66964 -2.60871 0.43157 0.3160
H -0.07691 -3.82896 1.60965 0.2807

=====

18
Properties=species:S:1:pos:R:3:mulliken_charge:R:1 method="wB97M-V/def2-TZVPD" e_lumo_ev="-5.884 / -5.723" total_charge=+1 spin_multiplicity=8
O -1.81926 1.16131 1.27691 -0.8555
C -0.53953 0.73588 1.04034 0.1135
C 0.58924 1.67583 1.50399 -0.5858
O 1.28595 1.56124 0.25222 -0.4549
C 0.12801 1.08769 -0.43458 0.1511
C 0.34055 -0.08992 -1.31849 -0.7262
O 0.50245 -1.22810 -0.34528 -0.2937
C 0.57547 -2.50861 -0.90799 -0.7313
Eu -4.11161 0.79472 1.29497 1.6354
H -0.37707 -0.24379 1.52308 0.2966
H 1.19841 1.33051 2.35078 0.2420
H 0.24867 2.71113 1.66929 0.2917
H -0.47540 1.86898 -0.92455 0.4019
H 1.25781 -0.00049 -1.92650 0.3568
H -0.58270 -0.26232 -1.90120 0.3612
H 0.31728 -3.24516 -0.13739 0.2414
H -0.13720 -2.66211 -1.73525 0.2986
H 1.59893 -2.68679 -1.28034 0.2572

=====

17
Properties=species:S:1:pos:R:3:mulliken_charge:R:1 method="wB97M-V/def2-TZVPD" e_lumo_ev=0.960 total_charge=0
C 1.98178 -0.10039 -0.47799 -0.8847
C 1.09969 -1.01708 -0.09545 -0.3182
C -0.89358 0.66061 1.60731 -0.9275
C -0.98465 0.51278 -0.91563 -0.7716
C -0.05639 -1.35289 -0.88855 0.7050
N -0.65612 1.23046 0.22220 -0.2561
F 0.18791 -1.69750 -2.10863 -0.2773
F -0.92188 -2.19504 -0.31493 -0.3197
H 2.66731 0.35508 0.22615 0.3452
H 1.69426 0.47959 -1.45262 0.2367
H 1.05813 -1.62409 0.83682 0.4697
H -1.91229 0.49721 1.58778 0.3455
H -0.19601 -0.15215 1.83415 0.2305
H -0.66018 1.46694 2.23529 0.3924
H -2.03894 0.19555 -0.84611 0.3214
H -0.51686 1.00046 -1.77937 0.4042
H 0.14780 1.74046 0.32958 0.3044

=====

22
Properties=species:S:1:pos:R:3:mulliken_charge:R:1 method="wB97M-V/def2-TZVPD" smiles="CC(OS(=O)(=O)C(F)(F)F)=[N+](C)C" e_lumo_ev=-4.044 total_charge=+1
C 0.51081 -1.39219 1.50945 -1.2702
C 1.00044 -0.35148 0.53280 0.9943
O 2.29050 -0.05771 0.61108 -0.3523
S 3.51055 0.91378 0.04277 1.0293
O 3.13612 1.10166 -1.31272 -0.5812
O 3.82221 2.04230 0.85217 -0.5358
C 4.66941 -0.51032 -0.03784 0.7851
F 3.99071 -1.37611 -0.77984 -0.2057
F 5.72176 0.01024 -0.65958 -0.1579
F 4.90674 -1.15517 1.06111 -0.1739
N 0.17994 0.20852 -0.29330 0.0735
C 0.44279 1.20768 -1.30470 -0.8660
C -1.23055 -0.08587 -0.22179 -1.1459
H 0.55746 -0.98343 2.59156 0.3312
H -0.43324 -1.92052 1.23884 0.3590
H 1.18522 -2.19404 1.72662 0.4150
H -0.51058 1.57214 -1.44485 0.3489
H 0.64805 0.69216 -2.27123 0.3850
H 1.29500 1.97469 -1.18720 0.3882
H -1.73886 0.50912 -0.93328 0.3380
H -1.63729 -0.00356 0.74333 0.3978
H -1.32319 -1.12143 -0.64601 0.4437

=====

20
Properties=species:S:1:pos:R:3:mulliken_charge:R:1 method="wB97M-V/def2-TZVPD" e_lumo_ev="-4.323 / -6.822" total_charge=+1
C -0.52616 -0.68976 -1.49897 -0.9725
C -0.65087 1.05337 1.02533 -1.0206
C 1.58219 -0.79367 0.54287 -1.0282
C 2.80332 3.08199 -0.75103 0.9829
C 2.38211 2.58138 -2.08315 0.1826
F 2.53977 4.40266 -0.59053 -0.2292
F 4.10690 2.86076 -0.53722 -0.2221
F 2.14830 2.48300 0.25901 -0.2428
F 1.54316 3.25490 -2.75253 -0.1834
F 3.27937 1.98583 -2.82662 -0.1966
P 0.41448 0.21604 -0.32618 0.6918
H -0.37343 -1.85739 -1.39031 0.3474
H -0.37193 -0.43375 -2.55722 0.3569
H -1.56568 -0.43428 -1.29327 0.3581
H -0.01470 1.82484 1.52091 0.3250
H -0.98193 0.25664 1.75502 0.3830
H -1.53133 1.57987 0.53419 0.3589
H 1.19598 -1.48405 1.31642 0.4175
H 2.24818 -0.10712 1.16271 0.3225
H 2.06663 -1.43693 -0.19088 0.3686

=====

Number 1: calculated total energy -1045.566578 Eh. Number 2: calculated total energy -1020.746016 Eh. Number 3: calculated total energy -945.336424 Eh. Number 4: calculated total energy -679.215646 Eh. Number 5: calculated total energy -1131.598482 Eh. Number 6: calculated total energy -450.276134 Eh. Number 7: calculated total energy -1173.831001 Eh. Number 8: calculated total energy -1036.227850 Eh.